# 1
Formula: C4H7N
Source: the Open Molecules 2025 dataset
Level of theory: ωB97M-V/def2-TZVPD

Results
E_LUMO (eV): 1.1
Structure (SMILES): CC1(C)C=N1
F_max (Eh/bohr): 0.0921
Electronic energy (eV): -5748.69430
Orbital gap (eV): 10.31
Charge: 0
Relative energy (zero: lowest compared OMol25 entry of this formula, charge and spin) (eV): 2.723
HOMO energy (Eh): -0.3398

Positions of all 12 atoms, in Å:
1 N 1.47574 0.34872 -1.20424
2 C -0.10759 1.10884 0.84630
3 C 0.56202 -0.02552 -0.03228
4 C 2.06843 -0.08500 -0.15269
5 C -0.19626 -1.35538 -0.25605
6 H -1.08867 1.18240 0.59083
7 H 0.46618 2.04236 0.55393
8 H 2.90585 -0.41878 0.40498
9 H 0.02586 0.96970 1.92024
10 H -0.87732 -1.21131 -1.10666
11 H -0.96754 -1.28592 0.49200
12 H 0.53594 -2.11446 -0.21992



# 2
Formula: C16H23NO6
Source: the Open Molecules 2025 dataset
Level of theory: ωB97M-V/def2-TZVPD

Results
E_LUMO (eV): 0.4
F_max (Eh/bohr): 0.0439
Electronic energy (eV): -30736.53137
Orbital gap (eV): 7.57
Charge: 0
Relative energy (zero: lowest compared OMol25 entry of this formula, charge and spin) (eV): 4.225
HOMO energy (Eh): -0.2624

Positions of all 46 atoms, in Å:
1 O -1.38151 1.72515 2.57935
2 O -2.45961 -0.22286 2.26823
3 O -0.23199 5.74982 -0.78593
4 O -0.08716 -1.51904 1.84964
5 O 2.15058 -0.42370 2.64734
6 O 1.22387 1.61991 2.93747
7 N 0.27884 -0.59910 -1.27070
8 C -3.67685 0.40167 2.72368
9 C -0.94303 2.12617 -0.99406
10 C -0.39828 -2.22893 3.09204
11 C 0.98625 3.90206 -0.00765
12 C 0.50016 0.20954 -0.21879
13 C 1.11820 0.46334 2.58893
14 C 0.19735 1.63717 -0.33227
15 C 0.04029 -0.16832 -2.65215
16 C -1.34322 0.53811 2.29510
17 C -0.07816 -0.16390 1.87021
18 C 0.74378 -1.98806 -1.26075
19 C -1.15273 3.49118 -1.13154
20 C -1.38295 6.35195 -1.41232
21 C 3.43877 0.07301 3.05430
22 C 1.15008 2.55095 0.15565
23 C -0.15865 4.39438 -0.66619
24 H 0.35229 -1.01055 -3.28200
25 H -2.30930 6.03060 -0.92173
26 H 3.41534 0.50231 4.05980
27 H -3.85652 1.32987 2.17103
28 H 0.36744 -2.54519 -0.40066
29 H -1.21991 7.41674 -1.26551
30 H -1.66814 1.44411 -1.43717
31 H 0.62153 0.71893 -2.92801
32 H -4.46430 -0.32722 2.53189
33 H -3.63752 0.62939 3.79659
34 H 2.06605 2.17114 0.59781
35 H -1.48219 -2.18215 3.25898
36 H -2.04109 3.87592 -1.64190
37 H 0.14986 -1.78489 3.93747
38 H 3.78513 0.82392 2.33832
39 H -1.02322 0.00903 -2.84941
40 H 0.35979 -2.43981 -2.17473
41 H 1.74362 4.61459 0.32301
42 H 4.09422 -0.79799 3.04112
43 H 1.38524 -0.12988 0.36583
44 H -0.07620 -3.25974 2.90964
45 H -1.40216 6.11356 -2.48223
46 H 1.84090 -2.02252 -1.27972



# 3
Formula: C5H12O2
Source: the Open Molecules 2025 dataset
Level of theory: ωB97M-V/def2-TZVPD

Results
E_LUMO (eV): 0.9
Structure (SMILES): C[C@H](CO)[C@@H](C)O
F_max (Eh/bohr): 0.0388
Electronic energy (eV): -9474.32387
Orbital gap (eV): 10.95
Charge: 0
Relative energy (zero: lowest compared OMol25 entry of this formula, charge and spin) (eV): 0.812
HOMO energy (Eh): -0.3687

Positions of all 19 atoms, in Å:
1 O 1.10284 1.51921 -0.58467
2 O -2.78613 -0.19358 0.14976
3 C 2.09420 -0.22929 0.77565
4 C -1.59031 0.65564 0.19454
5 C 0.86501 0.62709 0.47871
6 C -0.32048 -1.10024 -1.06997
7 C -0.41749 -0.29571 0.21900
8 H -1.54851 1.30309 -0.68908
9 H -1.62534 1.26116 1.10856
10 H 0.66798 1.27454 1.34018
11 H 1.36390 1.00245 -1.35609
12 H -3.55377 0.36138 -0.02101
13 H -1.24301 -1.66025 -1.19803
14 H -0.20480 -0.44840 -1.93466
15 H 2.35429 -0.84626 -0.08266
16 H 1.90875 -0.87527 1.62956
17 H 0.51267 -1.79897 -1.03612
18 H -0.52193 -0.97003 1.07173
19 H 2.94215 0.41343 1.00461



# 4
Formula: C13H22AuN3O3
Source: the Open Molecules 2025 dataset
Level of theory: ωB97M-V/def2-TZVPD

Results
E_LUMO (eV): -8.5
F_max (Eh/bohr): 0.0288
Electronic energy (eV): -28126.56134
Orbital gap (eV): 6.21
Charge: +2
Relative energy (zero: lowest compared OMol25 entry of this formula, charge and spin) (eV): 0.236
HOMO energy (Eh): -0.5410

Positions of all 42 atoms, in Å:
1 Au 0.04845 -0.18359 0.25978
2 O -1.57587 -1.15245 -0.37438
3 O -4.52579 1.64206 4.50368
4 O -1.08247 0.66339 1.66323
5 N 1.13869 -1.84380 -0.76883
6 N 0.69127 0.73922 -1.91059
7 N 1.67825 1.07056 0.77357
8 C -3.26015 -0.32760 1.10659
9 C -2.86333 1.12654 3.00231
10 C -2.80759 -1.03211 -0.00599
11 C 1.95885 -1.39142 -1.91638
12 C -5.87328 1.56225 5.00057
13 C -3.72171 -1.75448 -0.94886
14 C -2.37143 0.47236 1.89267
15 C -5.08739 0.22208 2.63157
16 C 1.58942 1.85170 -1.59482
17 C -4.62249 -0.39856 1.52352
18 C -4.19111 1.00098 3.40652
19 C 2.48202 1.52104 -0.40447
20 C 1.19978 -0.35707 -2.73867
21 H 3.18634 0.73375 -0.65416
22 H 0.97025 2.71581 -1.34816
23 H -6.12468 0.11997 2.90847
24 H 2.27609 0.64303 1.47805
25 H -3.34815 -2.76733 -1.10054
26 H 0.33865 -0.83925 -3.20394
27 H -5.87969 2.14442 5.91437
28 H 2.88425 -0.97992 -1.52303
29 H -2.18503 1.73706 3.58155
30 H -0.15423 1.09912 -2.33458
31 H 2.21540 2.12535 -2.44828
32 H 1.69218 -2.40785 -0.12952
33 H 3.06149 2.40729 -0.14258
34 H -4.75313 -1.79477 -0.63127
35 H -6.57603 1.99100 4.28726
36 H -3.67283 -1.24987 -1.91607
37 H 1.21897 1.86677 1.21916
38 H 1.85073 0.00790 -3.53723
39 H 0.36904 -2.42734 -1.09543
40 H -6.14538 0.53062 5.21964
41 H -5.33111 -0.98213 0.95841
42 H 2.22374 -2.22946 -2.56144